Entry 1:
Molecular formula: C4H2ClNS3
Method: DFT, ωB97M-V/def2-TZVPD

HOMO ... -8.34 eV
Energy above the lowest of the compared OMol25 structures with the same formula, charge and spin ... 12.5 kcal/mol
LUMO level ... -1.071 eV
SMILES string ... S=NSc1cscc1Cl
Orbital gap ... 7.27 eV

Last column: Mulliken charge in e.
Cartesian coordinates (Å):
Cl 1.36 -1.81 0.95  -0.18
S -1.99 -2.52 -0.71  -0.10
S 0.01 2.18 0.99  -0.12
S 0.04 -0.84 -1.93  0.15
N -0.98 -2.05 -1.84  -0.09
C 0.91 0.88 1.52  -0.40
C 0.78 -0.15 0.72  0.15
C -0.44 1.42 -0.48  -0.47
C 0.07 0.18 -0.48  -0.10
H 1.35 0.87 2.39  0.64
H -1.11 1.84 -1.13  0.52

Entry 2:
Molecular formula: C4H4N2O
Method: DFT, ωB97M-V/def2-TZVPD

HOMO ... -10.53 eV
Energy above the lowest of the compared OMol25 structures with the same formula, charge and spin ... 164.4 kcal/mol
LUMO level ... -0.615 eV
Orbital gap ... 9.91 eV

Last column: Mulliken charge in e.
Cartesian coordinates (Å):
O 1.74 -0.25 -0.07  -0.52
N -1.74 -0.90 -0.91  -0.28
N -1.71 0.21 -1.48  -0.25
C 0.78 -0.47 -1.14  -0.36
C -0.61 -0.19 -0.63  0.89
C -0.63 0.96 2.37  0.11
C -0.55 0.60 1.22  -0.81
H 0.95 -1.53 -1.34  0.27
H 1.07 0.01 0.66  0.30
H -0.30 1.40 3.31  0.38
H 1.01 0.16 -1.98  0.27

Entry 3:
Molecular formula: C45H53InNOP2S
Method: DFT, ωB97M-V/def2-TZVPD

HOMO ... -10.24 eV
Energy above the lowest of the compared OMol25 structures with the same formula, charge and spin ... 12.4 kcal/mol
LUMO level ... -2.160 eV
Net charge ... +1
Orbital gap ... 8.08 eV

Last column: Mulliken charge in e.
Cartesian coordinates (Å):
In 12.46 11.76 10.97  -0.05
S 6.69 11.37 12.06  0.46
P 13.41 12.09 13.50  1.79
P 11.87 9.17 11.14  0.83
O 7.73 10.32 12.20  -0.57
N 11.80 13.10 8.22  0.92
C 11.57 8.48 9.40  -0.95
C 6.28 10.57 9.46  -0.47
C 13.34 8.22 11.75  -0.15
C 16.26 10.47 9.26  -1.28
C 12.86 16.27 15.16  -0.55
C 17.90 11.70 12.36  -1.13
C 17.48 12.24 13.54  -1.04
C 13.19 6.66 11.80  -1.49
C 12.61 8.97 16.82  -0.76
C 6.10 12.32 6.02  -1.47
C 13.18 10.82 14.81  0.63
C 12.47 13.93 15.43  -0.43
C 9.89 13.21 12.27  -0.09
C 13.84 14.84 13.62  -0.65
C 6.39 12.10 7.55  0.81
C 10.50 13.00 7.48  -1.41
C 5.20 10.58 12.51  -1.22
C 10.86 14.32 10.31  0.89
C 8.99 14.22 12.41  -0.55
C 10.83 13.23 11.23  0.57
C 13.88 9.52 16.65  -0.57
C 6.78 13.12 8.40  -0.71
C 16.89 11.33 11.41  0.81
C 8.92 15.30 11.52  -1.13
C 11.77 14.29 9.08  -2.12
C 12.96 13.06 7.35  -1.15
C 9.86 15.34 10.50  -0.71
C 15.12 12.05 12.92  0.04
C 13.61 16.10 14.01  -0.80
C 10.44 8.70 12.14  0.51
C 15.53 11.54 11.71  0.65
C 14.53 11.35 10.68  -0.44
C 11.58 9.48 16.01  -0.91
C 6.73 12.95 9.81  -0.52
C 14.19 10.46 15.65  -0.54
C 17.19 10.73 10.20  -0.77
C 11.90 10.38 14.98  -0.67
C 10.73 9.49 8.53  -0.95
C 13.29 13.70 14.25  0.34
C 16.14 12.45 13.82  -0.77
C 14.95 10.84 9.46  0.14
C 6.49 11.66 10.31  0.26
C 6.23 10.75 8.08  -0.77
C 12.19 15.29 15.78  -0.80
C 9.66 7.45 11.75  -1.52
H 13.48 8.58 12.81  -0.06
H 10.80 8.70 13.14  0.17
H 12.87 13.89 6.56  0.31
H 8.21 14.22 13.18  0.34
H 12.78 17.25 15.54  0.44
H 8.76 7.50 12.41  0.43
H 11.53 15.50 16.65  0.39
H 4.92 9.77 11.88  0.38
H 16.52 10.02 8.29  0.43
H 12.47 6.30 12.52  0.29
H 9.94 12.48 13.04  0.52
H 14.01 17.00 13.51  0.46
H 6.31 9.56 9.80  0.45
H 15.86 13.01 14.67  0.70
H 6.11 9.88 7.44  0.32
H 6.72 14.15 8.05  0.37
H 6.88 13.78 10.47  0.64
H 11.52 15.12 8.46  0.73
H 12.50 8.35 8.88  0.55
H 12.35 8.17 17.51  0.42
H 14.16 8.65 11.20  0.37
H 14.21 10.63 8.73  0.54
H 14.66 9.17 17.32  0.39
H 12.83 14.44 9.43  0.37
H 9.72 12.79 8.21  0.32
H 10.35 14.00 7.04  0.40
H 10.72 9.18 7.48  0.49
H 15.21 10.90 15.49  0.33
H 5.13 12.59 5.81  0.37
H 9.86 16.19 9.80  0.38
H 8.22 16.05 11.78  0.55
H 6.21 11.37 5.50  0.38
H 9.29 7.55 10.67  0.28
H 11.21 10.43 8.53  -0.17
H 11.17 10.61 14.31  1.02
H 4.39 11.36 12.45  0.38
H 11.97 13.11 15.85  0.55
H 5.36 10.21 13.51  0.42
H 9.75 9.77 8.90  0.31
H 6.83 12.99 5.60  0.38
H 11.13 7.46 9.48  0.58
H 18.17 12.49 14.25  0.61
H 9.72 9.53 12.00  -0.11
H 13.88 13.16 7.93  0.33
H 13.01 12.07 6.94  0.31
H 18.19 10.36 10.08  0.44
H 10.64 9.01 16.07  0.50
H 13.09 6.27 10.82  0.39
H 10.47 12.34 6.60  0.43
H 10.13 6.50 11.91  0.32
H 14.10 6.23 12.15  0.49
H 18.95 11.58 12.24  0.48
H 14.53 14.70 12.79  0.36

Entry 4:
Molecular formula: C3HBrCl2
Method: DFT, ωB97M-V/def2-TZVPD

HOMO ... -9.84 eV
Energy above the lowest of the compared OMol25 structures with the same formula, charge and spin ... 17.9 kcal/mol
LUMO level ... 0.546 eV
SMILES string ... ClC#C[C@H](Cl)Br
Orbital gap ... 10.39 eV

Last column: Mulliken charge in e.
Cartesian coordinates (Å):
Br 1.15 1.73 -0.62  -0.06
Cl -3.28 -0.30 -0.52  -0.16
Cl 1.61 -0.22 1.80  -0.11
C 1.04 0.01 0.17  0.11
C -1.65 -0.23 -0.28  0.59
C -0.50 -0.23 0.06  -0.66
H 1.63 -0.77 -0.61  0.29